1.
A 2-piece molecular cluster, C3H4O2 overall. Source: the Open Molecules 2025 dataset; level of theory: ωB97M-V/def2-TZVPD.

Last column: Mulliken charge in e.
Positions of all 9 atoms, in Å:
C1 -2.357 0.734 0.279  -0.27
C2 -2.399 -0.112 -0.517  -0.43
C3 1.819 0.119 -0.392  -0.15
O1 1.207 -0.681 0.447  -0.31
O2 3.065 0.217 -0.079  -0.18
H1 -2.495 1.475 1.063  0.38
H2 -2.482 -0.609 -1.455  0.34
H3 0.272 -0.686 0.148  0.36
H4 3.371 -0.456 0.506  0.27

Forces on atoms 1 to 6 (eV/Å):
-0.3 3.5 4.0
-0.1 -2.5 -3.7
-0.9 1.0 -0.8
-0.9 -0.7 0.1
0.8 1.0 -1.2
0.4 -0.6 -0.6

Calculated values
total energy	-267.0416	hartree
HOMO-LUMO gap	10.07	eV
relative energy (zero: lowest compared OMol25 entry of this formula, charge and spin)	94.9	kcal/mol

2.
A 2-piece molecular cluster, C3H4O2 overall. Source: the Open Molecules 2025 dataset; level of theory: ωB97M-V/def2-TZVPD.

Last column: Mulliken charge in e.
Positions of all 9 atoms, in Å:
C1 1.181 -0.699 0.099  -0.47
C2 -0.839 0.027 -0.288  -0.20
C3 2.311 0.209 0.151  0.15
O1 3.444 -0.168 -0.078  -0.50
O2 -1.612 -0.812 0.254  -0.37
H1 0.900 -1.609 0.519  0.36
H2 -1.046 0.579 -1.102  0.39
H3 2.066 1.285 0.381  0.31
H4 -2.487 -0.907 -0.072  0.34

Forces on atoms 1 to 6 (eV/Å):
-3.8 3.4 -1.9
7.0 -1.4 3.3
-0.9 -0.1 0.1
0.1 0.1 0.2
-0.3 -1.6 1.8
0.2 -1.4 0.8

Calculated values
total energy	-266.9393	hartree
HOMO-LUMO gap (spin up / spin down)	6.78 / 8.97	eV
relative energy (zero: lowest compared OMol25 entry of this formula, charge and spin)	159.0	kcal/mol

3.
One molecule with the formula C3H4O2. Source: the Open Molecules 2025 dataset; level of theory: ωB97M-V/def2-TZVPD.

Last column: Mulliken charge in e.
Positions of all 9 atoms, in Å:
O1 0.056 -0.123 -2.318  -0.50
C1 0.000 -0.027 -1.092  0.86
C2 -1.350 0.215 -0.865  -0.45
C3 0.625 0.125 1.096  -0.73
O2 1.039 0.011 -0.264  -0.32
H1 -1.937 -0.705 -0.861  0.21
H2 -0.138 0.901 1.174  0.38
H3 0.228 -0.813 1.476  0.30
H4 1.476 0.416 1.654  0.24

Forces on atoms 1 to 6 (eV/Å):
-0.1 0.0 0.5
1.1 0.0 -0.1
-0.5 0.1 -0.2
-0.8 0.1 -0.1
-0.4 -0.2 -0.7
0.0 -0.1 0.0

Calculated values
total energy	-267.0424	hartree
HOMO-LUMO gap	8.99	eV
relative energy (zero: lowest compared OMol25 entry of this formula, charge and spin)	94.4	kcal/mol

Across the entries above, M takes the values 72.1, 72.1, 72.1 g/mol, respectively.